#i
DFT (ωB97M-V/def2-TZVPD) results for a 2-piece molecular cluster, C3H10OS2 overall.

```
16
Properties=species:S:1:pos:R:3
C -2.0925 0.8229 -0.3408
S -1.4996 -0.2130 0.9830
C -0.3640 0.8931 1.7964
S 0.8524 1.7386 0.8849
C 1.3826 0.4258 -0.3673
H -2.7143 0.1730 -0.9792
H -1.2695 1.2318 -0.9508
H -2.7134 1.6606 0.0190
H 0.2620 0.3041 2.4940
H -0.9442 1.6200 2.3968
H 1.6747 -0.5062 0.1452
H 2.2358 0.7772 -0.9717
H 0.5393 0.2061 -1.0435
O 1.2982 -2.7947 -1.5423
H 1.0913 -3.6691 -1.1412
H 2.2612 -2.6702 -1.3825
```

Output
frontier orbital gap	9.061	eV
SMILES string	CSCSC.O
multiplicity	1

=====

#ii
DFT (ωB97M-V/def2-TZVPD) results for a 2-piece molecular cluster, C3H10OS2 overall.

```
16
Properties=species:S:1:pos:R:3
C -0.3814 0.3721 1.7301
C -1.2753 0.5344 0.3720
C -0.6168 0.6265 -0.9746
S -1.4966 -0.4391 -2.1836
S -0.5739 -2.3396 -2.0132
H -0.2535 -0.6345 1.9701
H -0.7586 1.0669 2.4912
H 0.6446 0.4987 1.4203
H -1.8395 -0.4124 0.3530
H -1.8447 1.4453 0.4041
H -0.5886 1.7074 -1.3668
H 0.4345 0.3101 -0.8632
H -0.7535 -2.2946 -3.4211
O 3.2139 -0.4559 0.4127
H 3.0577 -0.4545 1.3774
H 3.0317 0.4692 0.2915
```

Output
frontier orbital gap	8.810	eV
SMILES string	CCCSS.O
multiplicity	1

=====

Relative energies, hartree: #i 0.0000; #ii 0.0303.

=====

#i
DFT (ωB97M-V/def2-TZVPD) results for one molecule with the formula C5H4.

```
9
Properties=species:S:1:pos:R:3
C -1.4400 -0.3699 -0.0392
C 0.0784 -0.5618 0.0615
C 0.9718 0.3801 0.0445
C 2.0204 1.1376 0.0239
C 3.1556 1.7244 -0.0042
H -2.0071 -0.7885 0.8011
H -1.8724 -0.7798 -0.9607
H -1.6723 0.7036 -0.0536
H 0.7656 -1.4457 0.1269
```

Output
frontier orbital gap	8.049	eV
multiplicity	1

=====

#ii
DFT (ωB97M-V/def2-TZVPD) results for one molecule with the formula C5H4.

```
9
Properties=species:S:1:pos:R:3
C 1.3593 -0.4718 -0.4768
C 1.4390 0.7895 0.3129
C 0.0496 1.0072 0.2553
C -0.7627 -0.1269 -0.2785
C 0.3847 -1.1202 0.1214
H -0.2726 2.0754 0.3957
H -0.9099 -0.0063 -1.3209
H -1.7077 -0.1841 0.2552
H 0.4203 -1.9628 0.7357
```

Output
frontier orbital gap (alpha / beta)	7.353 / 7.351	eV
SMILES string	C1=C=CCC=1
multiplicity	1

=====

Relative energies, hartree: #i 0.0000; #ii 0.0880.

=====

#i
DFT (ωB97M-V/def2-TZVPD) results for a 2-piece molecular cluster, C5H4 overall.

```
9
Properties=species:S:1:pos:R:3
C -2.2301 -0.0590 -0.2813
C -1.0662 -0.3284 -0.0790
C 0.2257 -0.5699 0.4505
C 1.2990 0.2292 -0.0645
C 2.2190 0.8620 -0.4958
H -3.0809 0.0122 -0.9116
H -0.8480 0.0543 1.7189
H 0.4503 -1.6316 0.5478
H 3.0313 1.4313 -0.8850
```

Output
frontier orbital gap (alpha / beta)	7.891 / 7.890	eV
multiplicity	1

=====

#ii
DFT (ωB97M-V/def2-TZVPD) results for one molecule with the formula C5H4.

```
9
Properties=species:S:1:pos:R:3
C 0.7756 0.4141 -1.0897
C -0.0454 0.1071 0.1245
C -1.0250 0.5284 0.9574
C -1.5447 -0.9106 1.3200
C -0.1708 -1.0136 1.0812
H 1.8510 0.4634 -0.8574
H 0.5015 1.3480 -1.5937
H 0.6400 -0.4152 -1.7889
H 0.5902 -1.3805 1.7595
```

Output
frontier orbital gap (alpha / beta)	8.265 / 8.265	eV
multiplicity	1

=====

#iii
DFT (ωB97M-V/def2-TZVPD) results for a 2-piece molecular cluster, C5H4 overall.

```
9
Properties=species:S:1:pos:R:3
C 1.1750 -0.1156 0.0149
C -0.9426 0.6739 0.0256
C -1.0442 -0.7898 -0.0474
C -0.0574 -0.2468 0.8834
C -0.0265 -0.0618 -0.8258
H 1.6593 0.7908 0.0970
H 2.0126 -0.8368 -0.0011
H -1.5649 2.1022 -0.1375
H -1.7666 -1.5469 0.0568
```

Output
frontier orbital gap	10.489	eV
multiplicity	1

=====

#iv
DFT (ωB97M-V/def2-TZVPD) results for one molecule with the formula C5H4.

```
9
Properties=species:S:1:pos:R:3
C 1.8391 -0.3892 -0.2663
C 1.8125 0.8207 0.0446
C 0.5741 1.2136 0.3757
C -0.2920 -0.0345 -0.0050
C 0.9268 -1.2537 0.0963
H 0.0797 2.1220 0.5402
H -0.5778 -0.0360 -1.0812
H -1.2862 -0.1337 0.5839
H 0.5958 -2.2980 -0.0143
```

Output
frontier orbital gap (alpha / beta)	8.205 / 8.203	eV
SMILES string	C1=C=CCC=1
multiplicity	1

=====

Relative energies, hartree: #i 0.0214; #ii 0.0000; #iii 0.0638; #iv 0.0093.

=====

#i
DFT (ωB97M-V/def2-TZVPD) results for one molecule with the formula C8H14.

```
22
Properties=species:S:1:pos:R:3
C -0.2448 -1.2003 1.7663
C -1.6669 -0.9589 1.2835
C -2.0432 0.5404 1.1578
C -0.5429 0.9411 -0.7863
C -1.0810 1.3650 0.3837
C 2.8659 -0.3761 -1.6796
C 1.5298 0.2359 -1.9580
C 0.7988 1.1151 -1.1065
H -0.0052 -0.5972 2.6368
H -0.0536 -2.2557 1.9910
H 0.4613 -0.9904 0.9593
H -2.3826 -1.4384 1.9456
H -1.8464 -1.4361 0.3175
H -3.0348 0.5657 0.6952
H -2.2368 0.8858 2.1742
H -1.1359 0.2956 -1.4298
H -0.6245 2.2214 0.8617
H 2.2419 0.8853 -2.5710
H 3.8209 0.1028 -1.8051
H 2.9430 -1.4642 -1.6449
H 0.8480 -0.2845 -2.6276
H 1.3890 1.8477 -0.5640
```

Output
frontier orbital gap	5.084	eV
multiplicity	1

=====

#ii
DFT (ωB97M-V/def2-TZVPD) results for one molecule with the formula C8H14.

```
22
Properties=species:S:1:pos:R:3
C -4.4377 0.3041 0.5449
C -3.0032 0.1941 0.9232
C -2.0563 -0.4995 0.2261
C -0.6403 -0.4340 0.7524
C 0.4301 -0.1751 -0.0622
C 1.8796 -0.2963 0.3785
C 2.8409 0.7073 -0.3070
C 3.3754 -0.0361 -1.5923
H -4.9290 1.2121 0.6805
H -4.9941 -0.3343 1.3007
H -4.5562 -0.1304 -0.4208
H -2.6916 0.4351 1.9251
H -2.3612 -0.9995 -0.6820
H -0.3986 -0.7017 1.6979
H 0.5614 0.1882 -1.1568
H 1.9486 -0.3932 1.5660
H 2.2710 -1.2946 0.0824
H 3.7390 1.0326 0.4480
H 2.5673 1.7285 -0.5655
H 3.9094 -0.9379 -1.3767
H 3.9704 0.7679 -2.1118
H 2.5751 -0.3375 -2.2507
```

Output
frontier orbital gap	9.589	eV
SMILES string	C/C=C/C=C/CCC
multiplicity	1

=====

Relative energies, hartree: #i 0.1225; #ii 0.0000.

=====

#i
DFT (ωB97M-V/def2-TZVPD) results for one molecule with the formula C8H13NO2.

```
24
Properties=species:S:1:pos:R:3
C -1.5337 -1.3285 0.1845
C -0.3567 -0.3854 0.6803
C -0.3013 -0.4245 2.1534
C -0.6361 1.0942 0.2509
C -0.5424 1.5333 -1.1811
C 0.5457 1.1344 -2.0561
C 1.4527 0.1592 -1.4983
C 0.9371 -0.7131 -0.0135
N 1.9464 -1.4152 0.6214
O 3.0634 -0.9951 0.2191
O 1.6989 -2.2447 1.4693
H -2.4536 -0.8067 0.6649
H -1.3787 -2.3339 0.6503
H -1.9052 -1.3622 -0.8737
H -1.1857 -0.0713 2.6280
H 0.5619 0.1825 2.4687
H -0.1611 -1.3627 2.4698
H 0.1906 1.6823 0.7081
H -1.5520 1.4273 0.6375
H -0.4736 2.6094 -1.0921
H -1.4263 1.2035 -1.7315
H 1.2171 1.9587 -2.2393
H 0.0649 0.8877 -3.0381
H 2.2277 -0.4293 -2.0825
```

Output
frontier orbital gap (alpha / beta)	7.559 / 8.429	eV
SMILES string	CC1(C)CCCC=C1[N+](=O)[O-]
multiplicity	1

=====

#ii
DFT (ωB97M-V/def2-TZVPD) results for a 2-piece molecular cluster, C8H13NO2 overall.

```
24
Properties=species:S:1:pos:R:3
C 1.6724 -3.4105 0.9220
C 0.6974 -2.7222 1.8413
N -0.7128 -3.0078 1.6651
C -0.2424 -1.6465 1.4062
C -0.3169 -1.1973 -0.0172
O -0.2987 -0.0411 -0.3397
H 1.9514 -4.3892 1.3358
H 1.2199 -3.5788 -0.0647
H 2.5713 -2.8068 0.8148
H 1.0527 -2.6044 2.8631
H -1.1961 -3.0527 2.5305
H -0.4645 -0.8530 2.1326
H -0.3940 -2.0335 -0.7547
C -2.2256 1.3392 -1.3036
C -1.0432 2.2034 -1.3335
C -0.0596 2.9043 -1.3439
C 1.1025 3.8043 -1.3775
O 0.8803 5.0280 -0.7027
H -3.0209 1.7981 -0.6947
H -2.6195 1.1798 -2.3222
H -2.0093 0.3875 -0.8822
H 1.4148 3.9694 -2.4349
H 1.9629 3.3240 -0.8637
H 0.0776 5.4059 -1.0760
```

Output
frontier orbital gap	9.892	eV
SMILES string	C[C@@H]1N[C@@H]1C=O.CC#CCO
multiplicity	1

=====

Relative energies, hartree: #i 0.1269; #ii 0.0000.

=====

#i
DFT (ωB97M-V/def2-TZVPD) results for a 3-piece molecular cluster, C5H14N2O overall.

```
22
Properties=species:S:1:pos:R:3
C -1.0070 -0.2130 -0.2726
C 0.6737 1.3114 0.5186
C -0.7417 -0.4373 -1.7313
C -2.1561 0.6868 0.0797
N -0.7787 -1.2427 0.5493
O 0.5441 0.9514 1.8710
H 0.9844 0.0923 1.9808
H 0.1846 -1.6810 0.4598
H -1.0414 -1.0803 1.5139
H 1.5866 1.8744 0.3098
H -0.1205 2.0089 0.2640
H -0.5000 0.4991 -2.2326
H 0.0466 -1.1695 -1.8936
H -1.6490 -0.8380 -2.1977
H -3.0971 0.1357 -0.0199
H -2.2023 1.5462 -0.5872
H -2.0644 1.0382 1.1081
C 2.1755 -0.3904 -0.2312
N 1.8813 -1.4803 0.4310
H 2.4351 -1.5721 1.2811
H 3.0045 0.2562 0.0552
H 1.8418 -0.2959 -1.2563
```

Output
frontier orbital gap	7.802	eV
multiplicity	1

=====

#ii
DFT (ωB97M-V/def2-TZVPD) results for a 2-piece molecular cluster, C5H14N2O overall.

```
22
Properties=species:S:1:pos:R:3
N 0.4601 2.9057 -0.9273
C 0.2689 2.1881 0.2772
C 0.7699 0.9666 0.4925
C 0.4897 0.1213 1.6878
C -0.7272 -0.8252 1.5212
C -0.6906 -1.6374 0.2397
N 0.6085 -2.2956 -0.0092
H 0.4676 2.2675 -1.7138
H -0.3222 3.5275 -1.0237
H -0.3557 2.6480 1.0351
H 1.3145 0.5847 -0.3679
H 0.1708 0.7451 2.5283
H 1.3806 -0.4173 2.0096
H -0.8786 -1.4349 2.4153
H -1.6047 -0.1735 1.4830
H -0.8151 -0.8758 -0.5391
H -1.5037 -2.3445 0.0879
H 1.3507 -1.7977 0.4811
H 0.8457 -2.1885 -0.9913
O -0.2332 -0.2950 -2.9192
H -0.2429 -0.9971 -3.5662
H -0.7531 -0.6722 -2.2012
```

Output
frontier orbital gap	8.931	eV
SMILES string	N/C=C/CCCN.O
multiplicity	1

=====

Relative energies, hartree: #i 0.1089; #ii 0.0000.